The following is a DFT calculation (ωB97M-V with the def2-TZVPD basis set) of one molecule with the formula C16H16BrN3O4 in a non-equilibrium geometry.

Output
**Frontier orbital gap**: 0.310 Ha
**HOMO level**: -8.06 eV
**Structure (SMILES)**: Cc1ccccc1OCC(=O)NCC(=O)N/N=C/c1ccc(Br)o1
**Energy relative to the best compared isomer or geometry (same formula, charge and spin)**: 8.6 kJ/mol

Last column: Mulliken charge in e.
Geometry (Å):
C -2.059484 -0.689268 -0.627977  -1.36
C -1.198826 -0.962647 0.563858  0.53
C -1.048813 -0.035286 1.583761  -0.36
C -0.242040 -0.291790 2.678354  -0.87
C 0.410312 -1.506429 2.779722  -0.40
C 0.267659 -2.453298 1.780186  -0.75
C -0.521608 -2.182875 0.668449  0.62
O -0.704789 -3.092002 -0.356109  -0.54
C 0.449290 -3.702849 -0.899987  -0.72
C 1.379205 -2.605921 -1.417662  0.54
O 1.254576 -2.096741 -2.515299  -0.71
N 2.309003 -2.194610 -0.528889  -0.04
C 3.114340 -1.015178 -0.774817  -1.08
C 2.326172 0.246353 -0.386347  0.81
O 2.566171 0.880346 0.616237  -0.60
N 1.332870 0.510786 -1.278417  0.32
N 0.359892 1.442050 -1.234562  -0.79
C 0.262482 2.309809 -0.301470  -0.65
C -0.830655 3.236541 -0.343134  0.62
C -1.863326 3.402280 -1.239434  -0.36
C -2.648950 4.468623 -0.760591  -0.30
C -2.036830 4.872458 0.392607  -0.23
Br -2.478321 6.223005 1.596893  -0.12
O -0.946077 4.145388 0.658882  -0.31
H -2.277658 0.371815 -0.709779  0.29
H -2.995583 -1.240352 -0.543592  0.41
H -1.563464 -1.025717 -1.535919  0.29
H -1.567761 0.909215 1.508511  0.56
H -0.124752 0.452122 3.450726  0.41
H 1.030770 -1.722809 3.636227  0.41
H 0.751004 -3.415954 1.880862  0.56
H 0.958860 -4.353416 -0.178257  0.33
H 0.085066 -4.299135 -1.738681  0.37
H 2.261525 -2.515179 0.426788  0.37
H 4.020226 -1.066914 -0.170645  0.41
H 3.368618 -0.990860 -1.837222  0.35
H 1.215262 -0.126207 -2.066691  0.36
H 0.939413 2.404661 0.542819  0.52
H -2.018815 2.825209 -2.126381  0.57
H -3.534964 4.884777 -1.193019  0.49

Forces on the atoms, in the same order (eV/Å):
C 0.01 -0.05 -0.02
C 0.10 -0.31 -0.18
C 0.07 -0.09 0.08
C -0.01 0.04 0.10
C 0.04 0.02 0.03
C -0.18 -0.21 -0.13
C -0.06 0.30 0.23
O -0.26 0.10 0.25
C 0.09 -0.01 -0.19
C 0.04 -0.34 0.37
O -0.15 0.06 -0.40
N 0.38 -0.07 0.13
C -0.06 0.17 -0.07
C 0.28 -0.33 -0.13
O -0.01 0.23 0.20
N 0.06 -0.26 -0.38
N -0.56 0.59 0.00
C 0.78 -0.33 0.39
C -1.13 0.00 -1.21
C 0.77 -0.26 0.52
C 0.22 0.39 0.73
C -0.60 0.23 -0.35
Br 0.08 -0.13 -0.08
O 0.23 0.00 0.26
H -0.03 0.08 -0.01
H -0.11 -0.02 -0.07
H -0.03 0.04 -0.10
H -0.07 0.11 -0.03
H 0.01 0.08 0.08
H 0.05 -0.02 0.08
H 0.04 -0.10 -0.01
H -0.08 0.06 -0.04
H 0.19 0.07 0.10
H -0.09 -0.02 -0.18
H -0.12 0.11 -0.08
H 0.05 -0.02 0.12
H 0.14 0.13 0.32
H 0.09 -0.17 -0.09
H 0.02 -0.17 -0.20
H -0.17 0.12 -0.04